Record 1
ORCA calculation (the ωB97M-V functional and the def2-TZVPD basis) on a cluster of 3 separate species, C2H9NO4 in total at a distorted geometry.

The geometry in XYZ format:
```
16
Properties=species:S:1:pos:R:3:forces:R:3
C -0.56484 -1.72666 -0.87825 -2.420 0.736 -0.443
N -0.13001 -0.97895 0.24511 2.811 -0.341 1.648
C 0.54313 0.28797 -0.06104 -3.687 0.431 0.279
O 0.02101 0.74670 -1.25458 2.673 0.197 2.036
O 0.56305 1.04577 1.12954 -1.474 1.796 -3.485
H 0.10273 -1.90741 -1.69069 1.108 0.018 -0.582
H -0.99251 -2.70583 -0.61395 0.003 0.463 0.271
H -1.35751 -1.02442 -1.31355 0.589 -1.504 0.118
H 0.49734 -1.42882 0.96898 -0.847 0.112 -0.781
H 1.58522 0.21658 -0.30610 1.601 -0.762 -0.655
H 2.44191 -0.62313 3.20088 -1.384 -0.170 -1.937
H 0.82048 0.38927 1.77646 1.529 -1.296 2.005
O 1.88511 -0.69470 2.35808 1.011 -0.220 1.732
H -1.38498 1.06083 -1.37699 1.020 -0.075 0.303
H -2.17334 2.09145 -2.13485 -0.022 -0.071 0.105
O -2.28154 1.32926 -1.55681 -2.511 0.687 -0.614
```
Forces are in eV/Å.

Properties
Energy relative to the best compared isomer or geometry (same formula, charge and spin), kcal/mol: 39.8
Highest occupied orbital energy (alpha / beta), eV: -3.9 / -3.9
Charge: -1
Frontier orbital gap (alpha / beta), hartree: 0.283 / 0.192
Spin multiplicity: 2
Expectation value of S²: 0.756
LUMO energy (alpha / beta), eV: 3.78 / 1.31

---

Record 2
ORCA calculation (the ωB97M-V functional and the def2-TZVPD basis) on the molecule C2H6N2 at a distorted geometry.

The geometry in XYZ format:
```
10
Properties=species:S:1:pos:R:3:forces:R:3
C -1.31827 0.95183 1.14493 -0.214 0.525 1.446
N -0.17330 0.57858 0.77196 0.724 -0.288 -0.661
N -0.05278 -0.25942 -0.26855 0.701 -0.385 -0.314
C 1.27187 -0.61515 -0.77612 -1.109 0.290 -1.778
H -2.24838 0.58705 0.72640 -0.213 -0.042 -0.184
H -1.32626 1.61789 2.02729 -0.239 -0.372 -0.699
H -0.81810 -0.83172 -0.59434 -0.276 0.219 0.295
H 1.05144 -0.98282 -1.84006 0.499 -0.035 1.532
H 1.82291 -1.38155 -0.18569 -0.184 0.758 -0.371
H 1.79087 0.33531 -1.00581 0.310 -0.670 0.735
```
Forces are in eV/Å.

Properties
Energy relative to the best compared isomer or geometry (same formula, charge and spin), kcal/mol: 53.4
Highest occupied orbital energy, eV: -8.3
Charge: 0
Structure (SMILES): C=NNC
Frontier orbital gap, hartree: 0.352
LUMO energy, eV: 1.23

---

Record 3
ORCA calculation (the ωB97M-V functional and the def2-TZVPD basis) on a structure of composition C26H32BN8OPdS2 at a distorted geometry.

The geometry in XYZ format:
```
71
Properties=species:S:1:pos:R:3:forces:R:3
Pd -0.15192 0.50500 -1.25352 1.367 0.019 -0.415
C 0.31295 1.30308 -5.43453 -0.007 0.026 0.010
C 0.71189 0.64244 -4.27738 0.134 0.013 0.022
N 0.06957 1.14873 -3.22633 -0.420 -0.308 0.676
N -0.75593 2.11135 -3.67572 0.003 0.016 -0.106
C -0.62102 2.22535 -5.00264 0.057 -0.026 0.025
B -1.69883 2.89926 -2.74874 -0.139 -0.174 0.249
N -0.87301 3.48470 -1.58608 -0.073 0.107 -0.010
C -0.91383 4.74780 -1.13728 0.064 0.014 0.069
C -0.18271 4.82233 0.02917 0.017 -0.030 -0.007
C 0.27968 3.52200 0.22655 0.152 0.031 -0.026
N -0.13472 2.72144 -0.75245 -0.205 -0.408 -0.071
N -2.76615 1.95264 -2.15372 -0.049 0.148 -0.166
C -4.10284 2.08716 -2.16890 -0.071 -0.020 0.078
C -4.64794 1.07909 -1.40012 -0.014 0.024 -0.027
C -3.53902 0.36172 -0.94170 -0.038 0.049 -0.065
N -2.41416 0.89547 -1.40575 -0.376 -0.185 0.180
H 0.65590 1.14000 -6.43992 0.029 -0.013 0.003
H 1.42734 -0.15255 -4.15698 -0.006 0.003 -0.012
H -1.19061 2.95864 -5.54671 -0.016 0.019 0.013
H -2.24113 3.77205 -3.35975 0.058 0.030 -0.025
H -1.45492 5.50605 -1.67643 -0.028 -0.020 -0.031
H 0.00182 5.68485 0.64332 -0.003 0.023 -0.006
H 0.91328 3.16032 1.01795 0.017 -0.003 -0.063
H -4.57226 2.89309 -2.70648 0.016 0.008 -0.037
H -5.68855 0.89614 -1.20148 -0.015 -0.002 0.010
H -3.50962 -0.50281 -0.29757 0.046 -0.030 -0.006
C 1.79037 -3.09651 0.28739 0.117 0.022 -0.039
N 0.37388 -3.31051 0.01391 -0.079 0.204 0.044
C -0.43364 -3.67445 1.17858 0.006 -0.035 0.022
C -0.18330 -2.80224 -1.09455 -0.055 -0.162 0.090
S 0.68364 -1.67276 -2.08040 -0.120 0.490 0.181
N -1.38724 -3.23899 -1.47360 0.011 -0.021 -0.070
C -2.10752 -2.60817 -2.57591 -0.066 0.086 -0.087
C -1.87924 -4.57349 -1.13290 -0.032 -0.046 -0.045
H 2.07292 -3.74718 1.11335 -0.019 -0.003 0.004
H 1.99087 -2.05484 0.54387 -0.058 -0.041 0.039
H 2.39095 -3.35317 -0.58114 -0.024 -0.023 -0.003
H -0.06748 -3.11509 2.03670 0.055 0.065 0.046
H -0.36966 -4.74030 1.40211 -0.003 0.007 -0.008
H -1.47111 -3.39849 1.01982 0.016 0.021 0.015
H -1.94547 -1.53517 -2.58055 -0.025 0.000 0.041
H -3.16964 -2.80820 -2.44356 -0.004 0.002 0.020
H -1.78265 -3.01834 -3.53432 0.008 -0.017 0.017
H -1.08861 -5.16902 -0.68840 -0.003 -0.005 -0.021
H -2.19484 -5.05918 -2.05629 -0.002 0.017 -0.004
H -2.73340 -4.53526 -0.45623 0.009 0.007 0.004
O 0.03910 -0.33557 0.81312 0.187 0.251 -0.434
S 0.41324 0.63807 1.93075 0.031 0.163 0.222
C 2.15378 1.07548 1.76291 -0.058 -0.121 -0.105
C 2.84964 0.81122 0.59750 -0.001 -0.155 -0.025
C 4.17064 1.22862 0.48606 0.010 0.053 0.051
C 4.77444 1.91304 1.52811 0.020 -0.018 -0.027
C 4.06486 2.17539 2.69396 -0.039 0.033 0.016
C 2.75065 1.75974 2.81669 -0.086 0.034 0.007
C 0.57396 -0.30894 3.42940 -0.139 -0.033 -0.111
C 1.54443 -1.29310 3.57802 0.008 -0.041 0.020
C 1.64575 -1.95770 4.78629 0.007 -0.016 -0.030
C 0.79086 -1.63123 5.83609 -0.011 0.011 -0.005
C -0.17403 -0.65005 5.67770 0.012 0.005 0.001
C -0.28785 0.01836 4.46439 -0.072 -0.028 -0.012
H 2.39011 0.26291 -0.21184 -0.147 -0.031 -0.090
H 4.72133 1.01754 -0.42047 0.001 -0.001 -0.005
H 5.80089 2.24172 1.43838 0.004 -0.001 -0.007
H 4.53566 2.70621 3.51002 0.005 -0.001 0.007
H 2.19754 1.95868 3.72679 0.008 0.013 0.014
H 2.22190 -1.51650 2.76523 0.043 0.009 -0.003
H 2.40252 -2.71939 4.91886 -0.003 -0.001 0.011
H 0.88788 -2.14069 6.78535 -0.007 -0.017 -0.003
H -0.83345 -0.39658 6.49615 -0.007 0.000 0.001
H -1.03598 0.78879 4.32584 0.003 0.013 0.001
```
Forces are in eV/Å.

Properties
Energy relative to the best compared isomer or geometry (same formula, charge and spin), kcal/mol: 19.5
Highest occupied orbital energy (alpha / beta), eV: -11.0 / -10.8
Charge: +1
Frontier orbital gap (alpha / beta), hartree: 0.273 / 0.272
LUMO energy (alpha / beta), eV: -3.60 / -3.44

---

Record 4
ORCA calculation (the ωB97M-V functional and the def2-TZVPD basis) on a structure of composition C20H46P4RhSe at a distorted geometry.

The geometry in XYZ format:
```
72
Properties=species:S:1:pos:R:3:forces:R:3
Rh 0.35334 -0.24780 -0.23803 0.225 0.377 0.361
P 2.40170 0.46506 -1.17984 1.504 1.332 -0.647
P -1.02156 0.31406 -1.98750 -0.980 0.819 -1.727
P 1.16882 -0.53037 1.90038 0.561 0.572 2.111
H -3.74092 -0.02950 1.39109 0.306 0.044 0.080
C -3.07148 0.48769 2.09144 0.579 -0.727 -0.528
C -3.45582 1.88125 2.25985 -1.008 0.240 0.378
H -4.25989 2.22181 1.59979 0.352 0.430 0.627
C 3.59838 -0.75539 -1.84055 -0.086 -0.542 -0.080
C 2.34418 1.61150 -2.62244 -0.190 -0.057 0.024
C 3.59188 1.38837 -0.11381 -0.191 0.041 0.255
C -2.78245 0.04697 -1.59297 0.045 -0.159 0.386
C -1.08065 1.99610 -2.70727 0.099 0.111 0.331
C -0.72956 -0.66398 -3.49881 0.008 -0.446 0.005
C -0.10640 -0.90803 3.15009 -0.292 0.033 -0.198
C 2.13863 0.74572 2.80076 0.097 0.094 0.063
C 2.28000 -1.96459 1.95984 0.145 -0.627 -0.489
H -3.08395 -0.08262 3.02940 0.247 0.103 -0.151
H -3.18970 2.35951 3.20531 -0.334 0.262 -0.508
H 4.51801 -0.20626 -2.12067 -0.497 -0.222 0.136
H 3.20392 -1.26949 -2.72892 0.100 0.194 0.204
H 3.86077 -1.52760 -1.10309 -0.069 0.274 -0.134
H 3.38861 1.84596 -2.88508 -0.382 -0.118 0.041
H 1.82121 2.55077 -2.40245 0.224 -0.361 0.004
H 1.86410 1.12203 -3.47790 0.160 0.129 0.126
H 4.36062 1.82751 -0.76814 -0.199 -0.279 0.183
H 4.06421 0.69739 0.59505 0.002 0.154 -0.184
H 3.14783 2.20785 0.46054 0.070 -0.228 -0.249
H -3.38272 0.23643 -2.49500 0.235 -0.068 0.194
H -3.11328 0.72738 -0.79495 0.162 -0.174 -0.226
H -2.94642 -0.98372 -1.26145 -0.071 0.169 -0.077
H -1.89129 1.99410 -3.44758 0.204 -0.024 0.085
H -0.13998 2.25121 -3.20035 -0.244 -0.058 0.019
H -1.31076 2.76081 -1.95416 0.033 -0.311 -0.364
H -1.59458 -0.52820 -4.16738 0.347 0.019 0.117
H -0.62719 -1.73069 -3.24986 -0.149 0.384 -0.222
H 0.19273 -0.33930 -4.00420 -0.349 -0.070 0.142
H 0.38289 -1.21295 4.08910 -0.017 0.084 -0.368
H -0.76164 -1.70982 2.80293 0.005 0.016 0.108
H -0.71848 -0.01811 3.34612 0.225 -0.270 -0.069
H 3.00515 0.27528 3.29450 -0.320 0.056 -0.233
H 1.51995 1.19115 3.58856 0.082 -0.094 -0.255
H 2.50743 1.53470 2.14533 -0.104 -0.174 0.247
H 2.21996 -2.39180 2.96935 0.136 0.177 -0.146
H 3.30933 -1.65385 1.74127 -0.217 -0.089 0.072
H 1.98078 -2.73112 1.22972 0.196 0.234 0.486
C -0.24862 -4.07333 -0.74103 0.557 0.985 -0.044
C -1.57939 -3.87956 -0.34477 -1.278 -0.510 0.273
C -2.38402 -4.98440 -0.06459 -0.385 1.753 0.163
C -1.87223 -6.27830 -0.16242 -0.348 -0.678 0.151
C -0.55838 -6.48443 -0.58079 1.209 0.342 -0.335
C 0.26116 -5.39295 -0.87534 0.240 -0.828 0.024
Se 0.84825 -2.52569 -1.09975 -0.900 -1.470 -0.012
H -2.02807 0.50867 1.66127 -0.497 -0.655 0.222
H -1.96487 -2.86226 -0.24119 0.029 -0.394 -0.023
H -3.42417 -4.81483 0.25617 0.623 -0.191 -0.171
H -2.50402 -7.13806 0.10556 0.316 0.452 -0.217
H -0.17160 -7.50474 -0.66107 -0.064 0.448 -0.005
H 1.30264 -5.54537 -1.18321 -0.488 0.012 0.085
C -0.12974 3.22279 2.25966 0.426 -0.575 0.263
P -0.44251 2.72155 0.50584 0.006 1.146 0.852
C -1.97714 3.77358 0.31374 -0.584 -0.615 -0.552
C 0.76424 3.85240 -0.30703 -0.331 -0.346 -0.359
H -0.62060 2.52547 2.94569 -0.011 0.148 -0.046
H -0.51467 4.23367 2.46310 0.086 -0.324 -0.298
H 0.94454 3.20977 2.48475 -0.283 0.054 -0.087
H -1.67860 4.81798 0.10078 -0.031 -0.560 0.098
H -2.62721 3.40345 -0.50217 0.228 0.368 0.399
H -2.56928 3.71903 1.24572 0.467 0.073 -0.548
H 0.62908 4.83607 0.16634 0.222 -0.288 -0.193
H 1.77352 3.47537 -0.16804 0.058 0.268 0.011
H 0.55601 3.92874 -1.38523 0.088 0.136 0.419
```
Forces are in eV/Å.

Properties
Highest occupied orbital energy (alpha / beta), eV: -15.5 / -17.8
Charge: +3
Frontier orbital gap (alpha / beta), hartree: 0.187 / 0.170
Spin multiplicity: 5
Expectation value of S²: 6.031
LUMO energy (alpha / beta), eV: -10.41 / -13.18